[1]
Density functional theory data (ωB97M-V/def2-TZVPD) for C39H43FIrN8O5P as an isolated structure.

Structure (XYZ):
```
98
Properties=species:S:1:pos:R:3
Ir 2.2556 0.2262 0.8125
O 2.4476 -2.0280 4.7990
C 1.4425 -1.4207 4.6947
O 0.9882 -1.0350 3.3938
C 0.4988 -0.9154 5.7169
C 0.5406 -1.2071 7.0714
C -0.4132 -0.6136 7.8842
C -1.3647 0.2618 7.3597
C -1.3957 0.5627 6.0044
C -0.4595 -0.0538 5.1899
P -0.1719 0.0559 3.4343
C 0.2438 1.7310 3.0333
C -0.2005 2.3183 1.8471
C 0.0436 3.6623 1.6190
C 0.7673 4.4049 2.5442
C 1.2400 3.8133 3.7103
C 0.9615 2.4823 3.9685
C -1.5247 -0.5700 2.4803
C -1.5082 -1.9151 2.1079
C -2.6209 -2.4557 1.4822
C -3.7398 -1.6692 1.2475
C -3.7593 -0.3337 1.6347
C -2.6532 0.2228 2.2527
H 1.2917 -1.8774 7.4669
H -0.4199 -0.8282 8.9441
H -2.0904 0.7127 8.0230
H -2.1329 1.2488 5.6082
H -0.7255 1.7264 1.1089
H -0.3378 4.1352 0.7229
H 0.9483 5.4575 2.3670
H 1.7902 4.3991 4.4342
H 1.2890 2.0349 4.8995
H -0.6449 -2.5382 2.3018
H -2.6148 -3.5007 1.2018
H -4.6136 -2.1013 0.7775
H -4.6422 0.2685 1.4694
H -2.6796 1.2582 2.5695
C -2.9304 -4.2318 -2.9295
C -1.4714 -4.0470 -3.3101
N -0.8671 -2.8680 -2.6585
C -0.1427 -3.0449 -1.5532
C 0.4656 -2.0444 -0.8337
C 1.2301 -2.5126 0.3773
O 0.9885 -3.6045 0.8404
O 2.1650 -1.7293 0.8557
C 0.2951 -0.7024 -1.2449
O 0.7684 0.3134 -0.6587
C -0.5177 -0.4975 -2.4425
C -0.7172 0.7964 -2.9373
C -1.4294 0.9906 -4.0846
F -1.5534 2.2396 -4.5695
C -2.0109 -0.0734 -4.7944
C -1.8287 -1.3494 -4.2973
C -1.0730 -1.5808 -3.1394
N -2.7540 0.0956 -5.9908
C -3.5093 1.3208 -6.2012
C -4.6219 1.0565 -7.1997
N -4.0196 0.5584 -8.4886
C -3.1689 -0.6646 -8.2684
C -2.1162 -0.3591 -7.2189
H -3.3345 -5.1062 -3.4379
H -3.5368 -3.3670 -3.2000
H -3.0268 -4.3940 -1.8558
H -1.3334 -3.9507 -4.3858
H -0.8819 -4.9064 -2.9991
H -0.0267 -4.0632 -1.2025
H -0.2686 1.6374 -2.4279
H -2.3077 -2.1646 -4.8190
H -2.8836 2.1483 -6.5625
H -3.9650 1.6425 -5.2668
H -5.1841 1.9607 -7.4248
H -5.2985 0.2791 -6.8497
H -3.4470 1.2999 -8.9008
H -4.7575 0.3539 -9.1651
H -2.7239 -0.9402 -9.2224
H -3.8414 -1.4524 -7.9341
H -1.4099 0.3915 -7.6079
H -1.5489 -1.2689 -7.0336
C 6.9047 1.4573 3.3457
N 5.8366 0.5064 3.0463
C 5.8878 -0.8317 3.6330
C 4.7666 0.8420 2.3089
N 3.7066 0.1086 2.1873
N 4.8444 2.0734 1.6546
C 3.9042 2.7041 0.8718
N 4.2447 3.9536 0.4997
N 2.7959 2.1386 0.4946
H 7.5300 1.0374 4.1265
H 6.5064 2.3996 3.7264
H 7.5461 1.6403 2.4791
H 6.9005 -1.0225 3.9726
H 5.6416 -1.5868 2.8858
H 5.2075 -0.9290 4.4824
H 3.7304 -0.7692 2.6948
H 5.7369 2.5350 1.7098
H 5.0201 4.4435 0.9100
H 3.6677 4.4654 -0.1438
H 2.1810 2.7526 -0.0252
```

As for the expectation value of S²: 0.754. The total charge is +3. The value obtained for the largest force on an atom is 0.016 Eh/bohr. For the relative energy (zero: lowest compared OMol25 entry of this formula, charge and spin), the calculation gives 0.0 kJ/mol. The calculated total energy is -2871.08417 Eh. As for the multiplicity: 2.

---

[2]
Density functional theory data (ωB97M-V/def2-TZVPD) for C39H43N4O5S5Tc as an isolated structure.

Structure (XYZ):
```
97
Properties=species:S:1:pos:R:3
Tc 0.3488 -0.5779 0.3935
C 4.5494 -0.5288 2.2260
O 3.8444 -1.2282 3.2557
C 2.7988 -0.5338 3.7906
C 2.8848 -0.0168 5.0678
C 1.8042 0.6449 5.6508
C 0.6358 0.7883 4.9423
C 0.5181 0.2745 3.6388
C -0.7398 0.4464 2.9692
N -0.9914 0.1265 1.7445
N -2.2697 0.3922 1.2675
C -2.2873 0.2930 -0.0199
O -1.2425 -0.1299 -0.7157
C -3.5010 0.6761 -0.7612
C -4.4886 1.4238 -0.1178
C -5.6230 1.8084 -0.8144
C -5.7782 1.4478 -2.1493
C -4.7977 0.7013 -2.7871
C -3.6595 0.3155 -2.0946
C 1.6083 -0.4023 3.0593
O 1.5521 -0.9795 1.8589
H 5.2838 -1.2243 1.8284
H 5.0590 0.3440 2.6400
H 3.8736 -0.2128 1.4291
H 3.8158 -0.1474 5.6044
H 1.8900 1.0418 6.6522
H -0.2112 1.3032 5.3776
H -1.5622 0.8983 3.5169
H -4.3409 1.7142 0.9125
H -6.3870 2.3910 -0.3169
H -6.6666 1.7476 -2.6895
H -4.9182 0.4197 -3.8251
H -2.8812 -0.2416 -2.6004
C -1.8540 -3.0919 -1.6399
C -1.5004 -3.7645 -0.3174
S -0.3845 -2.9324 0.8648
C 1.2180 -3.7513 0.6631
C 1.8680 -3.5175 -0.6840
S 2.0247 -1.7402 -1.0849
C 1.6170 -1.7448 -2.8568
C 0.1469 -1.7374 -3.2269
S -0.7184 -3.3263 -3.0297
H -2.0399 -2.0310 -1.5052
H -2.7932 -3.5416 -1.9664
H -1.0781 -4.7587 -0.4714
H -2.4151 -3.8900 0.2637
H 1.0666 -4.8166 0.8399
H 1.8178 -3.3518 1.4808
H 1.2941 -3.9870 -1.4798
H 2.8757 -3.9347 -0.6770
H 2.1345 -2.6121 -3.2702
H 2.0901 -0.8405 -3.2317
H 0.0834 -1.4981 -4.2895
H -0.3906 -0.9473 -2.7021
C 0.3768 0.1464 -6.7658
C 0.2371 1.0150 -5.5417
C -1.0127 1.1526 -4.9429
C -1.1680 1.9413 -3.8133
C -0.0838 2.6029 -3.2703
C 1.1705 2.4779 -3.8604
N 2.2859 3.1565 -3.3447
C 2.3504 3.7578 -2.0878
C 2.8269 5.0666 -1.9998
C 2.9126 5.7149 -0.7824
C 2.4868 5.0870 0.3813
C 2.0249 3.7875 0.3123
C 1.9880 3.0951 -0.9001
C 1.6806 1.6468 -0.8850
O 1.9682 0.8749 -1.7801
O 1.0897 1.2155 0.2261
C 1.3441 1.6749 -4.9958
C 2.7234 1.5415 -5.5827
H -0.5900 -0.2593 -7.0599
H 1.0526 -0.6948 -6.5904
H 0.7771 0.7038 -7.6140
H -1.8674 0.6450 -5.3757
H -2.1385 2.0541 -3.3490
H -0.2040 3.2185 -2.3873
H 2.8887 3.5704 -4.0369
H 3.1121 5.5797 -2.9107
H 3.2865 6.7300 -0.7466
H 2.5169 5.6051 1.3294
H 1.6998 3.2760 1.2064
H 3.4564 1.3694 -4.7914
H 3.0300 2.4490 -6.1137
H 2.7871 0.7247 -6.2966
S -1.6290 3.7298 0.7785
C -1.8515 4.4531 -0.6874
N -2.7943 4.1444 -1.5921
C -3.0019 5.0819 -2.6862
C -1.6505 5.7537 -2.9092
S -0.8535 5.7659 -1.2742
H -3.5169 3.4945 -1.3125
H -3.7657 5.8165 -2.4154
H -3.3274 4.5498 -3.5799
H -1.7578 6.7720 -3.2733
H -1.0337 5.1818 -3.6010
```

As for the expectation value of S²: 3.774. The total charge is +1. The value obtained for the largest force on an atom is 0.003 Eh/bohr. For the relative energy (zero: lowest compared OMol25 entry of this formula, charge and spin), the calculation gives 4.2 kJ/mol. The calculated total energy is -4178.79923 Eh. As for the multiplicity: 4.

---

[3]
Density functional theory data (ωB97M-V/def2-TZVPD) for C39H44BrCsN6O2 as an isolated structure.

Structure (XYZ):
```
93
Properties=species:S:1:pos:R:3
Cs -1.7197 -0.7270 0.1219
C 1.0911 5.2569 0.0315
C -0.1007 4.8496 0.9049
C -1.3240 4.5457 0.0313
C 0.2030 3.6690 1.8112
C -0.1553 3.7013 3.1528
C 0.0578 2.6028 3.9858
C 0.6415 1.4408 3.4996
C 0.8484 0.2201 4.3657
C 1.0131 1.4083 2.1539
C 0.7897 2.4970 1.3203
H 0.8609 6.1855 -0.5079
H 1.3305 4.4936 -0.7210
H 1.9870 5.4292 0.6382
H -0.3478 5.6941 1.5551
H -1.0914 3.7568 -0.6912
H -1.6356 5.4339 -0.5343
H -2.1689 4.2115 0.6373
H -0.6151 4.5991 3.5575
H -0.2444 2.6504 5.0280
H 0.5148 0.4001 5.3904
H 1.9033 -0.0683 4.3956
H 0.2915 -0.6352 3.9607
H 1.4612 0.4996 1.7532
H 1.0783 2.4318 0.2747
N -2.4833 -1.8752 -3.4710
N -3.8329 -1.9405 -3.0542
C -4.1939 -1.2271 -1.8674
O -5.2322 -1.6366 -1.3018
O -3.4321 -0.2731 -1.5222
H -2.4258 -2.0894 -4.4484
H -1.8904 -2.5140 -2.9628
H -4.2324 -2.8601 -3.0173
N 0.0262 -4.1497 0.0720
C -0.0809 -5.1304 -0.5426
H 0.0877 -3.3337 0.7107
C 3.9016 3.3544 -2.8833
N 2.6183 2.6892 -2.8963
C 2.1378 2.4650 -4.2500
C 2.4989 1.4894 -2.0351
C 2.8526 0.1376 -2.6333
C 4.0253 0.0087 -3.3962
C 4.3338 -1.1962 -4.0226
C 3.4702 -2.2739 -3.8477
C 2.3436 -2.1335 -3.0289
C 1.9647 -0.9343 -2.3811
H 3.8009 4.3598 -3.3086
H 4.6863 2.8372 -3.4588
H 4.2531 3.4605 -1.8528
H 2.0392 3.4281 -4.7693
H 1.1597 1.9830 -4.2133
H 2.8058 1.8242 -4.8429
H 1.4617 1.3866 -1.7281
H 3.0927 1.6880 -1.1348
H 4.7081 0.8478 -3.5220
H 5.2241 -1.2882 -4.6343
H 3.6893 -3.2232 -4.3334
H 1.7347 -3.0262 -2.8802
Br -5.1005 4.3852 -5.9033
C -3.7473 3.7851 -4.7152
C -3.8058 2.5199 -4.1976
C -2.7855 2.1255 -3.3225
N -1.7835 2.9338 -2.9769
C -1.7638 4.1569 -3.4951
C -2.7228 4.6411 -4.3788
H -4.6089 1.8366 -4.4398
H -2.8242 1.1349 -2.8603
H -0.9336 4.7905 -3.1917
H -2.6682 5.6444 -4.7780
N -0.6974 -2.1455 2.1971
C -0.6208 -3.1265 2.9951
C -1.8517 -3.7160 3.6819
C -1.8994 -3.9221 5.0599
C -3.0555 -4.3920 5.6774
C -4.1816 -4.6832 4.9139
C -4.1406 -4.4911 3.5359
C -2.9855 -4.0051 2.9311
C 0.7019 -3.8680 3.3088
C 1.9053 -3.1983 3.0830
C 3.1286 -3.8437 3.2208
C 3.1750 -5.1891 3.5771
C 1.9876 -5.8720 3.8019
C 0.7638 -5.2140 3.6756
H -1.0153 -3.7084 5.6539
H -3.0785 -4.5304 6.7531
H -5.0834 -5.0520 5.3886
H -5.0124 -4.7110 2.9301
H -2.9554 -3.8326 1.8608
H 1.8485 -2.1640 2.7575
H 4.0490 -3.3026 3.0296
H 4.1270 -5.7021 3.6596
H 2.0096 -6.9245 4.0606
H -0.1567 -5.7607 3.8485
```

The total charge is -2. The value obtained for the largest force on an atom is 0.053 Eh/bohr. For the relative energy (zero: lowest compared OMol25 entry of this formula, charge and spin), the calculation gives 221.2 kJ/mol. The calculated total energy is -4585.59914 Eh.